(1)
The following is a DFT calculation (the ωB97M-V functional and the def2-TZVPD basis) of a structure of composition C48H49MgN10O4S.

The LUMO energy is 1.21 eV. As for the HOMO energy: -0.1322 Ha. As for the total charge: -1. The orbital gap comes out at 4.81 eV. The energy above the lowest of the compared OMol25 structures with the same formula, charge and spin comes out at 49.17 kcal per mole.

Each line ends with the Löwdin charge.
CARTESIAN COORDINATES (ANGSTROEM)
Mg 0.89763 0.31903 1.15014  0.617
C 0.81559 -4.01313 7.04326  -0.067
C 0.53043 -3.05496 5.92208  -0.300
C -0.70129 -2.41635 5.79280  -0.052
C -0.94997 -1.53194 4.77220  -0.021
C -0.01324 -1.23108 3.74853  -0.221
N -0.28924 -0.41146 2.70375  0.006
C -1.59438 0.06938 2.55572  -0.268
C -2.72557 -0.75446 2.49234  -0.040
C -3.97115 -0.27007 2.13736  -0.033
C -4.15373 1.06740 1.79055  -0.270
C -5.47260 1.57060 1.27565  -0.037
C -3.05388 1.91180 1.88469  0.021
C -1.81706 1.43120 2.29647  -0.137
N -0.77172 2.38413 2.46371  -0.051
C -0.85069 3.54493 3.13468  -0.037
C 0.41126 4.09099 3.17282  -0.043
C 1.20693 3.17063 2.48612  -0.135
N 0.48522 2.14960 2.06183  0.037
C 1.26567 -1.80535 3.96346  -0.107
C 1.50300 -2.69354 5.00967  -0.008
N 2.41650 -1.44484 3.18292  -0.078
C 3.56060 -2.14724 3.08625  -0.090
C 4.50976 -1.34065 2.49614  -0.056
C 3.83188 -0.14524 2.25806  -0.147
N 2.57262 -0.21408 2.66355  0.044
H -0.06818 -4.60306 7.28756  0.073
H 1.12189 -3.49250 7.95379  0.076
H 1.61375 -4.70717 6.77721  0.069
H -1.48005 -2.60163 6.52385  0.112
H -1.91066 -1.04228 4.73998  0.102
H -2.59729 -1.81523 2.66246  0.128
H -4.80468 -0.95715 2.05665  0.124
H -6.22557 0.78516 1.29533  0.082
H -5.37451 1.91219 0.24395  0.084
H -5.83381 2.41338 1.86628  0.078
H -3.13647 2.95263 1.59578  0.134
H -1.78899 3.88015 3.53875  0.129
H 0.70809 5.01903 3.62235  0.094
H 2.25796 3.21144 2.26099  0.115
H 2.50038 -3.09128 5.14443  0.102
H 3.62847 -3.15884 3.43959  0.114
H 5.53090 -1.58720 2.27047  0.092
H 4.19257 0.75719 1.79564  0.095
C 1.31735 4.41236 -0.55951  -0.078
C 0.02051 4.05851 -1.21764  -0.421
C -0.83474 4.96494 -1.82844  -0.125
C -1.86031 4.19271 -2.40632  -0.124
C -1.55643 2.87213 -2.10672  -0.433
C -2.32675 1.68838 -2.60010  -0.070
N -0.41323 2.76592 -1.36238  0.083
H 1.95491 4.99532 -1.23334  0.069
H 1.85552 3.51229 -0.28407  0.019
H 1.18795 5.00644 0.35060  0.058
H -0.70954 6.03695 -1.86950  0.071
H -2.70426 4.53665 -2.98477  0.073
H -2.78597 1.91804 -3.56435  0.072
H -3.13788 1.38400 -1.93270  0.056
H -1.67605 0.82518 -2.74463  0.042
C 5.21515 3.55120 -5.58133  -0.046
C 4.45876 2.89259 -4.46235  -0.250
C 4.85090 3.05157 -3.14283  -0.008
C 4.14946 2.47736 -2.08842  -0.176
C 4.65449 2.74458 -0.69885  -0.025
C 3.01320 1.70365 -2.38477  -0.084
C 2.15681 1.09430 -1.37314  -0.152
O 2.23341 1.22690 -0.14586  -0.078
C 2.59944 1.52787 -3.72474  -0.177
C 1.36394 0.75164 -4.09837  -0.027
C 3.33296 2.12194 -4.73629  -0.003
H 6.13688 4.00687 -5.22420  0.073
H 4.60766 4.33228 -6.04159  0.087
H 5.46497 2.83107 -6.36120  0.081
H 5.72815 3.64723 -2.91812  0.116
H 5.73467 2.89104 -0.72214  0.081
H 4.41203 1.94563 -0.00833  0.048
H 4.19371 3.65420 -0.30862  0.088
H 1.31318 0.51678 -1.76397  0.084
H 0.46622 1.20118 -3.66897  0.081
H 1.41173 -0.28592 -3.76355  0.074
H 1.25178 0.74471 -5.18081  0.081
H 3.01295 1.99648 -5.76318  0.119
O -7.19229 -2.85008 -0.18220  -0.381
S -7.55203 -3.42991 -1.46318  0.386
O -8.15683 -4.74415 -1.38858  -0.368
O -8.18231 -2.50845 -2.39503  -0.365
C -5.94716 -3.72614 -2.28048  -0.340
N -5.88901 -4.65498 -3.23660  0.122
C -4.71512 -4.81415 -3.82827  -0.128
C -3.58674 -4.08336 -3.48797  -0.007
C -3.75625 -3.14148 -2.48237  -0.219
N -4.93341 -2.96669 -1.89367  0.161
C -2.65911 -2.29023 -1.94768  -0.124
C -2.96257 -1.31690 -1.01289  0.023
C -1.94201 -0.55630 -0.46520  -0.129
N -0.65443 -0.76367 -0.71319  0.069
C -0.37356 -1.65395 -1.66924  -0.170
C -1.32055 -2.41646 -2.32342  -0.002
H -4.66727 -5.56749 -4.61004  0.104
H -2.64528 -4.24648 -3.99136  0.092
H -3.99180 -1.15539 -0.72801  0.123
H -2.17758 0.27134 0.18065  0.088
H 0.67415 -1.77355 -1.92406  0.080
H -1.00481 -3.11300 -3.08723  0.100
C 3.85295 -4.40303 0.17362  -0.087
C 2.64150 -3.87054 -0.58940  -0.192
C 2.15563 -2.61200 -0.03857  -0.135
N 1.76983 -1.62409 0.38712  0.211
H 4.23618 -5.29089 -0.32591  0.077
H 3.57804 -4.67022 1.19206  0.074
H 4.64356 -3.65665 0.21835  0.075
H 1.80985 -4.57780 -0.55984  0.128
H 2.87857 -3.69844 -1.64177  0.123

***

(2)
The following is a DFT calculation (the ωB97M-V functional and the def2-TZVPD basis) of a structure of composition C48H49N3O8P3RbS2Te at a distorted geometry.

The LUMO energy is -0.48 eV. As for the HOMO energy: -0.2578 Ha. As for the total charge: 0. The orbital gap comes out at 6.54 eV. The energy above the lowest of the compared OMol25 structures with the same formula, charge and spin comes out at 7.02 kcal per mole.

Each line ends with the Löwdin charge.
CARTESIAN COORDINATES (ANGSTROEM)
Rb -0.11979 -0.24884 0.81455  0.851
C -2.58595 -1.13821 4.21875  -0.059
C -1.11224 -1.44993 4.43255  -0.558
O -0.82775 -1.73759 5.80716  -0.064
P -0.07627 0.00025 4.00603  0.425
O 1.36562 -0.57923 3.69895  -0.172
O 0.13205 0.82192 5.35692  -0.092
O -0.62469 0.84854 2.93471  -0.435
P -0.55741 -2.83519 3.29769  0.326
O 0.66415 -3.49499 4.14995  -0.136
O -1.64961 -3.81510 3.10549  -0.287
O 0.10708 -2.17287 2.10965  -0.653
H -2.91689 -0.39883 4.94979  0.095
H -3.17507 -2.05103 4.31550  0.086
H -2.73806 -0.73274 3.21830  0.068
H -1.36561 -2.49401 6.06639  0.104
H 1.10513 -1.26414 2.99949  -0.013
H 0.41098 0.22013 6.06916  0.091
H 0.32578 -4.23829 4.66841  0.082
S 6.26734 2.61211 3.69859  1.050
C 5.83424 2.79008 5.34556  -0.413
C 4.55053 2.40788 5.57255  -0.177
C 3.89838 1.95988 4.39765  -0.105
C 4.69303 2.00898 3.28431  -0.468
C 4.36054 1.61788 1.91804  -0.193
C 3.04389 1.22999 1.59404  -0.103
N 2.66707 0.80076 0.41268  0.034
C 3.57346 0.76539 -0.58446  -0.217
C 4.90009 1.19870 -0.39587  -0.129
C 5.80118 1.22123 -1.50921  -0.013
C 5.39230 0.84673 -2.73949  -0.013
C 4.06024 0.36749 -2.95873  -0.129
C 3.60320 -0.02951 -4.21981  0.025
C 2.32662 -0.53647 -4.37221  -0.209
C 1.55924 -0.67397 -3.19638  -0.095
N 1.93878 -0.26684 -2.01139  0.088
C 3.16025 0.28391 -1.87831  -0.209
C 1.77326 -0.89767 -5.67465  -0.477
C 0.47534 -1.18550 -5.99817  -0.120
C 0.28299 -1.45842 -7.37518  -0.182
C 1.43539 -1.37357 -8.08881  -0.415
S 2.76801 -0.96126 -7.09649  1.050
C 5.28250 1.60599 0.88807  0.034
H 6.55738 3.16853 6.04983  0.065
H 4.07938 2.44036 6.54415  0.105
H 2.87874 1.60092 4.39102  0.098
H 2.26546 1.28547 2.34641  0.098
H 6.81546 1.56322 -1.34167  0.117
H 6.06597 0.88600 -3.58717  0.117
H 4.25848 0.07312 -5.07752  0.104
H 0.58384 -1.15144 -3.24048  0.119
H -0.32806 -1.19299 -5.27461  0.108
H -0.67431 -1.70185 -7.81262  0.104
H 1.58506 -1.52881 -9.14511  0.065
H 6.30699 1.91445 1.06277  0.104
C -3.31570 -1.77356 0.58769  -0.060
C -3.03440 -2.45726 -0.75286  -0.366
C -1.56868 -2.88232 -0.84713  -0.072
C -3.44691 -1.60553 -1.95941  -0.277
C -4.97848 -1.45666 -2.10782  -0.082
O -5.18326 -0.04432 -2.23352  -0.008
C -3.96148 0.53940 -2.08344  -0.327
N -2.96502 -0.22845 -1.91912  0.143
C -3.96296 2.01154 -2.18676  -0.125
C -5.06318 2.59759 -2.82151  -0.016
C -5.14626 3.96653 -2.97518  -0.067
C -4.12444 4.77261 -2.49441  -0.063
C -3.03262 4.20018 -1.86910  -0.084
C -2.92755 2.82059 -1.69408  -0.279
P -1.44076 2.11810 -0.83209  1.063
C -0.18283 2.92897 -1.91643  -0.350
C 0.16325 2.21187 -3.06140  -0.106
C 1.06436 2.72511 -3.98059  -0.076
C 1.63834 3.96920 -3.76414  -0.081
C 1.30537 4.69135 -2.62705  -0.076
C 0.40109 4.17683 -1.70831  -0.091
C -1.42608 3.18947 0.66025  -0.392
C -0.22052 3.41029 1.32736  -0.139
C -0.18541 4.15893 2.49105  -0.075
C -1.35758 4.68127 3.01770  -0.080
C -2.56750 4.42577 2.39012  -0.074
C -2.60423 3.67801 1.22194  -0.086
H -2.99901 -2.43973 1.39239  0.066
H -4.38010 -1.56460 0.71505  0.085
H -2.76938 -0.82969 0.66735  0.039
H -3.65016 -3.36199 -0.81108  0.144
H -0.91834 -2.00736 -0.92189  0.020
H -1.40603 -3.52021 -1.71840  0.085
H -1.29830 -3.44651 0.04692  0.077
H -3.02133 -2.06890 -2.85673  0.143
H -5.51790 -1.80701 -1.22584  0.120
H -5.37700 -1.95236 -2.99204  0.126
H -5.84750 1.95978 -3.20345  0.116
H -6.00116 4.40398 -3.47412  0.106
H -4.18186 5.84807 -2.60523  0.107
H -2.24501 4.84028 -1.49643  0.106
H -0.29204 1.24154 -3.22448  0.091
H 1.32196 2.15361 -4.86489  0.103
H 2.34444 4.37544 -4.47745  0.102
H 1.74868 5.66438 -2.45413  0.103
H 0.16466 4.75103 -0.82275  0.099
H 0.69625 2.99359 0.92112  0.096
H 0.75723 4.32925 2.99722  0.108
H -1.33177 5.27435 3.92283  0.102
H -3.48888 4.80791 2.81180  0.103
H -3.55562 3.47327 0.74806  0.106
C 2.08722 -4.31607 0.63572  -0.423
Te 2.73077 -2.29415 0.33815  1.279
C 3.66376 -2.26560 2.26644  -0.397
H 2.93020 -4.97056 0.84603  -0.001
H 1.57994 -4.65917 -0.26483  -0.005
H 1.38728 -4.32847 1.46730  -0.018
H 2.94434 -2.61787 3.00266  -0.009
H 3.96426 -1.24824 2.50868  -0.011
H 4.53958 -2.90983 2.26978  0.003